Record 1
{
  "formula": "CH2N2O2S2",
  "method": "the ωB97M-V functional and the def2-TZVPD basis",
  "symbols": ["N", "S", "O", "O", "N", "C", "S", "H", "H"],
  "positions_angstrom": [[-0.9260, -0.7222, -0.0066], [-0.4796, 0.8949, -0.0128], [-0.9319, 1.4728, 1.1918], [-0.6528, 1.4586, -1.2791], [1.1636, 0.6495, 0.3037], [1.8195, -0.3473, 0.0682], [2.8077, -1.4909, -0.0124], [-1.6978, -0.8868, 0.6569], [-1.1026, -1.0286, -0.9096]],
  "mulliken_charge": [-0.5288, 1.1883, -0.5711, -0.5419, -0.3151, 0.5740, -0.3471, 0.2924, 0.2493],
  "smiles": "NS(=O)(=O)N=C=S",
  "homo_energy_ev": -10.14,
  "mol_weight_da": 138.17,
  "de_lowest_ev": 0.235,
  "orbital_gap_ev": 10.020
}

---

Record 2
{
  "formula": "C40H24F17NO6",
  "method": "the ωB97M-V functional and the def2-TZVPD basis",
  "symbols": ["N", "C", "C", "C", "C", "F", "F", "C", "F", "F", "C", "F", "F", "C", "F", "F", "C", "F", "F", "C", "F", "F", "C", "F", "F", "C", "F", "F", "F", "O", "C", "O", "H", "H", "H", "H", "H", "H", "H", "H", "O", "C", "C", "C", "C", "C", "C", "C", "C", "O", "C", "C", "C", "C", "C", "C", "H", "H", "H", "H", "H", "H", "H", "H", "O", "C", "C", "C", "C", "C", "C", "C", "C", "O", "C", "C", "C", "C", "C", "C", "H", "H", "H", "H", "H", "H", "H", "H"],
  "positions_angstrom": [[2.3781, 0.8484, 2.5361], [1.7318, 2.0631, 2.9901], [0.2357, 1.9212, 3.1176], [-0.4739, 1.6335, 1.7796], [-0.9978, 0.2032, 1.6918], [-0.1653, -0.6369, 2.3616], [-2.2016, 0.1367, 2.2971], [-1.1981, -0.2948, 0.2312], [-2.2761, -1.0963, 0.1088], [-1.4861, 0.8186, -0.4940], [0.0636, -0.9411, -0.4257], [1.1873, -0.4082, 0.0961], [0.0483, -0.5835, -1.7352], [0.1444, -2.4979, -0.4839], [-0.8398, -2.9160, -1.3104], [1.3193, -2.8026, -1.0755], [0.0054, -3.3277, 0.8197], [-0.9867, -2.8914, 1.6069], [-0.3260, -4.5855, 0.4436], [1.3051, -3.4804, 1.6606], [2.0921, -4.3449, 0.9801], [1.9859, -2.3207, 1.7454], [1.1044, -4.1032, 3.0836], [0.0778, -4.9600, 3.1159], [2.2292, -4.7959, 3.3591], [0.9419, -3.1009, 4.2587], [-0.1682, -2.3581, 4.1290], [2.0262, -2.3200, 4.3988], [0.8160, -3.8455, 5.3818], [1.9644, 3.1710, 2.1133], [3.1555, 3.2004, 1.4901], [3.3033, 3.7393, 0.4309], [1.9383, 0.0431, 2.9574], [3.3308, 0.8205, 2.8712], [2.1196, 2.3375, 3.9756], [-0.0215, 1.2330, 3.9150], [-0.1092, 2.9000, 3.4383], [-1.3431, 2.2754, 1.7254], [0.2284, 1.8422, 0.9858], [4.0241, 2.8037, 2.0251], [0.8907, -3.9216, -5.7755], [1.0241, -5.1263, -5.8268], [0.8298, -5.9714, -4.6161], [0.4687, -5.3649, -3.4194], [0.2500, -6.1369, -2.2896], [0.3908, -7.5203, -2.3578], [0.7646, -8.1285, -3.5437], [0.9907, -7.3572, -4.6760], [1.4091, -8.0251, -5.9393], [1.5994, -9.2229, -5.9788], [1.5827, -7.1827, -7.1555], [1.9385, -7.7885, -8.3541], [2.0760, -7.0242, -9.4999], [1.8583, -5.6509, -9.4541], [1.5154, -5.0407, -8.2600], [1.3804, -5.8020, -7.1059], [0.3576, -4.2920, -3.3821], [-0.0347, -5.6765, -1.3494], [0.2094, -8.1248, -1.4788], [0.8798, -9.2021, -3.5968], [2.1025, -8.8564, -8.3846], [2.3501, -7.4980, -10.4331], [1.9585, -5.0569, -10.3528], [1.3487, -3.9735, -8.2185], [-2.6682, 10.2210, 3.6515], [-2.5010, 9.0722, 3.3003], [-2.7336, 7.9430, 4.2446], [-3.1692, 8.2174, 5.5349], [-3.4237, 7.1785, 6.4136], [-3.2456, 5.8600, 6.0076], [-2.7976, 5.5818, 4.7278], [-2.5348, 6.6206, 3.8434], [-2.0373, 6.3043, 2.4758], [-1.8140, 5.1582, 2.1434], [-1.8248, 7.4291, 1.5261], [-1.3923, 7.1524, 0.2351], [-1.2163, 8.1852, -0.6696], [-1.4719, 9.4985, -0.2890], [-1.8909, 9.7809, 1.0000], [-2.0646, 8.7495, 1.9138], [-3.3107, 9.2435, 5.8435], [-3.7664, 7.3940, 7.4168], [-3.4563, 5.0494, 6.6926], [-2.6538, 4.5590, 4.4087], [-1.1978, 6.1299, -0.0565], [-0.8819, 7.9680, -1.6751], [-1.3411, 10.3029, -1.0004], [-2.0865, 10.8004, 1.3012]],
  "mulliken_charge": [-0.3226, -0.0108, -0.9226, -0.7219, 0.7540, 0.0320, -0.4155, 0.5378, -0.3102, -0.3338, 0.2390, -0.2038, -0.3520, 0.9999, -0.3222, -0.2975, 0.5151, -0.2420, -0.3569, 0.4435, -0.3326, -0.1656, 0.6358, -0.2728, -0.3007, 0.6521, -0.2067, -0.2533, -0.2870, -0.2591, 0.1656, -0.4764, -0.1577, 0.3494, 0.3426, 0.5156, 0.1600, 0.4776, 0.3845, 0.3095, -0.6563, 0.5018, 0.0367, -0.6025, -0.1246, -0.8332, -0.6339, 0.1729, 0.6799, -0.6642, 0.1551, -0.5533, -0.4718, -0.4842, -0.5253, 0.1155, 0.6880, 0.5617, 0.4338, 0.4779, 0.4723, 0.3967, 0.3974, 0.4738, -0.6748, 0.4843, 0.3549, -0.6434, -0.4631, -0.5904, -0.5249, 0.2372, 0.5556, -0.6530, 0.1858, -0.5313, -0.5488, -0.4675, -0.6249, 0.2792, 0.4791, 0.3957, 0.4087, 0.5252, 0.5266, 0.4112, 0.3951, 0.4793],
  "smiles": "N[C@H](CCC(F)(F)C(F)(F)C(F)(F)C(F)(F)C(F)(F)C(F)(F)C(F)(F)C(F)(F)F)OC=O.O=C1c2ccccc2C(=O)c2ccccc21.O=C1c2ccccc2C(=O)c2ccccc21",
  "homo_energy_ev": -9.73,
  "mol_weight_da": 937.60,
  "orbital_gap_ev": 8.648
}

---

Record 3
{
  "formula": "C7H10Cl3N3",
  "method": "the ωB97M-V functional and the def2-TZVPD basis",
  "symbols": ["Cl", "C", "Cl", "Cl", "H", "C", "C", "N", "H", "H", "H", "C", "C", "N", "H", "H", "H", "C", "C", "N", "H", "H", "H"],
  "positions_angstrom": [[3.2174, 1.5353, -0.1397], [1.9717, 2.8480, -0.1202], [1.2998, 3.1795, -1.6865], [2.7498, 4.3162, 0.5421], [1.1970, 2.5834, 0.5995], [-0.0840, 0.5222, 5.1445], [0.5505, 1.8055, 5.4395], [0.9926, 2.8633, 5.6700], [-1.0873, 0.4717, 5.5675], [0.5219, -0.2144, 5.6721], [-0.0525, 0.1993, 4.1039], [-5.7204, -1.7700, -0.1444], [-4.3517, -1.2417, -0.2151], [-3.2901, -0.8788, -0.3459], [-6.0700, -1.7043, 0.8859], [-5.9332, -2.7928, -0.4553], [-6.3094, -1.0652, -0.7312], [3.0582, -1.4502, -5.1093], [4.0454, -2.4794, -4.6970], [4.7708, -3.2500, -4.3390], [2.0200, -1.6539, -4.8473], [3.1354, -1.2909, -6.1849], [3.3680, -0.5327, -4.6091]],
  "mulliken_charge": [-0.1304, 0.0810, -0.1010, -0.1241, 0.2718, -0.7156, 0.3104, -0.3611, 0.2527, 0.2441, 0.2712, -0.7294, 0.2556, -0.2988, 0.2500, 0.2829, 0.2403, -0.7009, 0.2467, -0.3028, 0.2695, 0.2514, 0.2364],
  "smiles": "ClC(Cl)Cl.CC#N.CC#N.CC#N",
  "homo_energy_ev": -11.04,
  "mol_weight_da": 242.54,
  "de_lowest_ev": 0.650,
  "orbital_gap_ev": 11.437
}

---

Record 4
{
  "formula": "C22H24Br2IIrN8O3",
  "method": "the ωB97M-V functional and the def2-TZVPD basis",
  "symbols": ["Ir", "C", "C", "C", "C", "C", "C", "Br", "C", "C", "Br", "C", "O", "C", "N", "H", "H", "H", "H", "H", "H", "I", "C", "C", "N", "N", "C", "H", "H", "H", "C", "N", "C", "C", "O", "N", "C", "N", "H", "H", "H", "H", "H", "H", "H", "N", "C", "N", "C", "C", "O", "C", "C", "H", "H", "H", "H", "H", "H", "H", "H"],
  "positions_angstrom": [[-0.2188, 0.4717, -0.5035], [-1.9502, 0.4377, 2.3573], [-0.4827, 0.3984, 2.6225], [0.0257, 0.3336, 3.9308], [1.3796, 0.3072, 4.1525], [2.2650, 0.3384, 3.0608], [3.7014, 0.3005, 3.1549], [4.5344, 0.2826, 4.8117], [4.4901, 0.2722, 2.0108], [3.9164, 0.3222, 0.7557], [4.9493, 0.2675, -0.7858], [2.4944, 0.4122, 0.5981], [1.9277, 0.4923, -0.5220], [1.6981, 0.3929, 1.7903], [0.3644, 0.4256, 1.5883], [-2.5118, 0.6615, 3.2607], [-2.2834, -0.5331, 1.9864], [-2.1771, 1.1824, 1.5958], [-0.6718, 0.3044, 4.7561], [1.7671, 0.2620, 5.1620], [5.5657, 0.2122, 2.1081], [-6.0162, -1.7809, -1.3023], [-4.3653, -0.5388, -1.2500], [-4.2202, 0.6821, -1.8843], [-2.9852, 1.1243, -1.6153], [-2.3148, 0.2537, -0.8414], [-3.1473, -0.7649, -0.6145], [-4.9176, 1.2348, -2.4918], [-2.5137, 1.9278, -1.9951], [-2.8628, -1.6023, -0.0005], [0.9189, 6.3379, -1.0571], [0.5363, 4.9296, -1.1126], [0.2068, 4.2096, -2.3330], [-0.0983, 2.8540, -1.7680], [-0.4939, 1.8323, -2.3495], [0.0518, 2.8472, -0.4419], [0.4268, 4.1110, -0.0762], [0.6297, 4.4785, 1.1769], [0.9761, 6.7304, -2.0680], [1.8991, 6.4535, -0.5936], [0.1831, 6.9219, -0.5028], [1.0439, 4.1661, -3.0344], [-0.6481, 4.6418, -2.8585], [0.4932, 3.8191, 1.9232], [0.8101, 5.4419, 1.4132], [-0.0530, -1.5466, -0.7882], [0.0968, -2.6855, -0.9429], [0.2523, -3.9530, -1.0718], [0.8662, -4.6008, -2.2460], [-0.1133, -5.6302, -2.8106], [-0.5601, -6.5137, -1.8066], [-1.2047, -5.8735, -0.7325], [-0.2495, -4.8967, -0.0527], [1.7666, -5.1255, -1.9219], [1.1269, -3.8663, -3.0051], [0.3973, -6.2353, -3.5566], [-0.9596, -5.1133, -3.2816], [-1.4915, -6.6490, -0.0250], [-2.1020, -5.3395, -1.0740], [0.5959, -5.4620, 0.3435], [-0.7442, -4.3641, 0.7578]],
  "lowdin_spin": [0.0038, -0.0007, -0.0004, 0.0125, 0.0093, 0.0293, 0.2008, 0.1175, -0.0107, 0.1356, 0.0636, 0.1364, 0.2157, 0.0546, 0.0334, 0.0000, -0.0001, -0.0001, 0.0006, 0.0008, -0.0027, 0.0000, 0.0001, 0.0005, 0.0000, -0.0009, 0.0001, 0.0000, 0.0000, 0.0000, 0.0000, 0.0000, 0.0000, -0.0001, -0.0012, 0.0015, 0.0001, 0.0001, 0.0000, 0.0000, 0.0000, 0.0000, 0.0000, 0.0000, 0.0000, 0.0005, 0.0000, -0.0001, 0.0000, 0.0000, 0.0000, 0.0000, 0.0000, 0.0000, 0.0000, 0.0000, 0.0000, 0.0000, 0.0000, 0.0000, 0.0000],
  "multiplicity": 2,
  "homo_energy_ev": [-15.88, -15.88],
  "mol_weight_da": 927.42,
  "charge": 3,
  "de_lowest_ev": 0.420,
  "orbital_gap_ev": [6.140, 4.874]
}

---

Record 5
{
  "formula": "C42H58AsGaN3S",
  "method": "the ωB97M-V functional and the def2-TZVPD basis",
  "symbols": ["Ga", "C", "C", "C", "C", "C", "C", "C", "C", "C", "C", "C", "C", "C", "C", "C", "C", "C", "H", "H", "H", "H", "H", "H", "H", "H", "H", "H", "H", "H", "H", "H", "H", "H", "H", "H", "H", "H", "H", "H", "H", "H", "H", "H", "H", "H", "H", "C", "As", "C", "C", "C", "C", "C", "C", "C", "C", "H", "H", "H", "H", "H", "H", "H", "H", "H", "H", "H", "H", "H", "N", "C", "C", "C", "C", "C", "C", "C", "C", "C", "C", "C", "C", "C", "H", "H", "H", "H", "H", "H", "H", "H", "H", "H", "S", "C", "N", "C", "C", "N", "H", "H", "H", "H", "H", "H"],
  "positions_angstrom": [[-0.0551, -0.4231, 0.1999], [-1.1003, 0.0223, 2.3651], [0.0037, -0.9912, 2.1791], [1.2094, -0.2800, 2.7430], [0.8106, 0.9723, 3.0923], [-0.5989, 1.1761, 2.8830], [-1.3178, 2.4584, 3.2430], [-2.5823, 2.6229, 2.4092], [-0.4051, 3.6672, 2.9996], [-1.6928, 2.3973, 4.7308], [2.6659, -0.7288, 2.9235], [3.2339, -1.2968, 1.6185], [2.8596, -1.7283, 4.0762], [3.5440, 0.4803, 3.2824], [-0.4067, -2.4555, 2.5053], [-1.7776, -2.7887, 1.9065], [0.5657, -3.5212, 1.9958], [-0.5598, -2.5622, 4.0317], [-2.1399, -0.1840, 2.1549], [1.4534, 1.7272, 3.5151], [-2.3397, 2.6131, 1.3461], [-3.0659, 3.5741, 2.6407], [-3.3007, 1.8260, 2.6067], [0.0057, 3.6513, 1.9869], [0.4256, 3.6990, 3.7055], [-0.9734, 4.5910, 3.1193], [-2.3771, 1.5688, 4.9210], [-2.1793, 3.3252, 5.0387], [-0.8068, 2.2547, 5.3524], [2.6068, -2.0718, 1.1816], [4.2291, -1.7148, 1.7855], [3.3316, -0.4851, 0.8944], [2.4641, -2.7185, 3.8745], [2.3945, -1.3524, 4.9889], [3.9281, -1.8417, 4.2705], [3.4582, 1.2779, 2.5418], [4.5870, 0.1619, 3.3177], [3.2926, 0.8878, 4.2620], [-1.8063, -2.6016, 0.8321], [-2.5847, -2.2310, 2.3803], [-1.9806, -3.8512, 2.0526], [0.6805, -3.4680, 0.9109], [0.1711, -4.5101, 2.2380], [1.5499, -3.4499, 2.4449], [-1.2668, -1.8124, 4.3938], [0.3802, -2.4118, 4.5483], [-0.9422, -3.5490, 4.3021], [3.1369, 1.7318, -0.6607], [2.1060, 0.1725, -1.1692], [1.5424, 0.6865, -2.9445], [3.4739, -1.1944, -1.5652], [4.4940, -0.7463, -2.5689], [4.3022, -0.9746, -3.9294], [5.2426, -0.5554, -4.8583], [6.3924, 0.0988, -4.4390], [6.5971, 0.3270, -3.0858], [5.6545, -0.0937, -2.1590], [3.9286, 1.8803, -1.3937], [3.5686, 1.6078, 0.3309], [2.4735, 2.5956, -0.6563], [2.4119, 1.0042, -3.5175], [0.8216, 1.4962, -2.8529], [1.0681, -0.1640, -3.4305], [2.9175, -2.0598, -1.9260], [3.9444, -1.4636, -0.6212], [3.4111, -1.4959, -4.2610], [5.0808, -0.7450, -5.9113], [7.1308, 0.4185, -5.1618], [7.4962, 0.8263, -2.7497], [5.8279, 0.0730, -1.1014], [-0.8684, 0.8696, -0.8905], [-2.0298, 1.3064, -1.1563], [-3.3349, 0.8003, -0.6026], [-3.4850, -0.5366, -0.2617], [-4.6708, -1.0113, 0.2805], [-5.7276, -0.1386, 0.4947], [-5.5920, 1.2014, 0.1566], [-4.4096, 1.6655, -0.3975], [-2.1256, 2.4344, -2.1408], [-1.1390, 3.4166, -2.1442], [-1.1870, 4.4585, -3.0561], [-2.2164, 4.5198, -3.9869], [-3.1976, 3.5390, -3.9984], [-3.1592, 2.5066, -3.0718], [-2.6597, -1.2111, -0.4249], [-4.7684, -2.0589, 0.5381], [-6.6525, -0.4983, 0.9257], [-6.4110, 1.8878, 0.3259], [-4.3105, 2.7123, -0.6540], [-0.3412, 3.3544, -1.4144], [-0.4250, 5.2266, -3.0399], [-2.2562, 5.3333, -4.6990], [-3.9998, 3.5829, -4.7232], [-3.9339, 1.7492, -3.0808], [0.0465, -2.3701, -1.5900], [-1.3052, -2.8273, -2.5105], [-2.1461, -2.0082, -3.1369], [-3.1356, -2.7186, -3.9451], [-2.8644, -4.1939, -3.5712], [-1.6539, -4.0889, -2.7545], [-1.9793, -1.0163, -3.1854], [-2.9733, -2.5278, -5.0056], [-4.1453, -2.4061, -3.6843], [-2.6928, -4.8177, -4.4457], [-3.6804, -4.6228, -2.9904], [-1.1840, -4.8634, -2.3190]],
  "mulliken_charge": [-0.9465, -1.6703, 2.9592, -1.1063, -0.4949, -0.6051, 1.9985, -1.6606, -1.7802, -1.8393, 2.7808, -1.8124, -1.9758, -2.3973, 2.4061, -1.2848, -1.5176, -1.6956, 0.2859, 0.5953, 0.1182, 0.5538, 0.2698, 0.2880, 0.3786, 0.4672, 0.3350, 0.4684, 0.3528, 0.3377, 0.7189, -0.4877, 0.3251, 0.3514, 0.5212, 0.3137, 0.4273, 0.5379, -0.0798, 0.3632, 0.6036, -0.0257, 0.6029, 0.1412, 0.2728, 0.2501, 0.4982, -1.2585, 1.2242, -1.0139, -0.9469, -0.1338, -0.2309, -0.7462, -0.4525, -0.7713, -0.2904, 0.4388, 0.2741, 0.3859, 0.4726, 0.2617, 0.2918, 0.7714, 0.5250, 0.4044, 0.4063, 0.3962, 0.4034, 0.4300, 0.6902, -0.3750, 1.2293, -0.0156, -1.0765, -0.7508, -0.9615, -0.2144, 0.5428, -0.3431, -0.8063, -0.5778, -0.8643, -0.1586, 0.1954, 0.5109, 0.4552, 0.4338, 0.5211, 0.4768, 0.4433, 0.4161, 0.4260, 0.4506, -0.3659, 0.1856, 0.0959, -0.5337, -0.5197, -0.1500, 0.1637, 0.3385, 0.3046, 0.3222, 0.3105, 0.2162],
  "homo_energy_ev": -10.31,
  "mol_weight_da": 781.66,
  "charge": 1,
  "de_lowest_ev": 0.000,
  "orbital_gap_ev": 8.085
}

---

Record 6
{
  "formula": "C2H4N3",
  "method": "the ωB97M-V functional and the def2-TZVPD basis",
  "symbols": ["C", "C", "N", "N", "N", "H", "H", "H", "H"],
  "positions_angstrom": [[0.3657, 0.2332, 1.0841], [0.2354, 0.3346, -0.3188], [-0.2366, 1.2817, -1.2586], [-1.0055, 0.2652, -1.5300], [-0.2967, -0.8179, -1.2377], [-0.5654, 0.1543, 1.5421], [1.0133, 1.0169, 1.5790], [1.0889, -0.7322, 1.1658], [-0.5990, -1.7358, -1.0258]],
  "mulliken_charge": [-0.8258, 0.6805, -0.1754, 0.0872, -0.0821, 0.3352, 0.3415, 0.3380, 0.3009],
  "smiles": "C[C@]12N=[N+]1N2",
  "homo_energy_ev": [-17.16, -17.16],
  "mol_weight_da": 70.08,
  "charge": 1,
  "de_lowest_ev": 5.827,
  "orbital_gap_ev": [10.014, 10.014]
}

---

Record 7
{
  "formula": "C6H6",
  "method": "the ωB97M-V functional and the def2-TZVPD basis",
  "symbols": ["C", "C", "C", "C", "C", "C", "H", "H", "H", "H", "H", "H"],
  "positions_angstrom": [[0.9914, 0.9279, 0.8724], [-0.3602, 0.2013, 0.8703], [-0.6939, -0.2699, -0.5214], [-1.3080, 0.1434, -1.6927], [-0.2803, -0.5955, -2.5298], [-0.4641, -1.3987, -1.3758], [1.2533, 1.2756, 1.8767], [1.7808, 0.2581, 0.5212], [0.9530, 1.7945, 0.2065], [-1.1399, 0.8752, 1.2548], [-0.3301, -0.6569, 1.5544], [-0.7901, -2.4270, -1.2909]],
  "mulliken_charge": [-1.1267, -0.2719, 0.6889, -0.5504, -0.3877, -0.1890, 0.3306, 0.3362, 0.3304, 0.2914, 0.2738, 0.2745],
  "homo_energy_ev": -8.73,
  "mol_weight_da": 78.11,
  "de_lowest_ev": 6.608,
  "orbital_gap_ev": 8.625
}